## 1
{"formula": "CH2FO4S", "method": "wB97M-V/def2-TZVPD", "species": ["C", "O", "O", "O", "O", "F", "S", "H", "H"], "coordinates": [[1.018, 1.022, -0.873], [2.149, -0.356, 1.182], [2.810, -0.551, -1.121], [0.623, -1.584, -0.295], [1.204, 2.173, -0.687], [-1.599, -0.915, -0.422], [1.652, -0.497, -0.168], [0.466, 0.750, -1.875], [-0.545, -1.167, -0.283]], "orbital_gap_ev": 10.20, "total_charge": -1, "multiplicity": 1}

***

## 2
{"formula": "CH2FO4S", "method": "wB97M-V/def2-TZVPD", "species": ["C", "O", "O", "O", "O", "F", "S", "H", "H"], "coordinates": [[-0.046, 1.194, -0.106], [-1.393, -1.032, -0.916], [-1.908, -0.343, 1.342], [0.283, -1.087, 0.725], [0.658, 1.632, 0.773], [2.013, -0.537, -0.842], [-0.934, -0.410, 0.284], [0.060, 1.396, -1.229], [1.267, -0.812, -0.031]], "orbital_gap_ev": 9.73, "total_charge": -1, "multiplicity": 1}

***

Bottom line: 1, by a margin of 0.094 eV.

***

## 1
{"formula": "C5H13N3O", "method": "wB97M-V/def2-TZVPD", "species": ["C", "C", "C", "N", "O", "H", "H", "H", "H", "H", "H", "H", "C", "N", "C", "N", "H", "H", "H", "H", "H", "H"], "coordinates": [[0.034, 1.195, 1.131], [-1.431, 1.289, 1.516], [-0.830, -1.101, -0.430], [-1.733, -0.587, -1.340], [-1.101, -2.028, 0.305], [-1.618, 0.391, -1.564], [-2.686, -0.818, -1.097], [0.468, 2.193, 1.215], [0.604, 0.569, 1.820], [-1.841, 0.306, 1.768], [-2.036, 1.754, 0.728], [-1.563, 1.910, 2.409], [1.534, -1.790, -0.322], [0.557, -0.849, -0.882], [0.814, 1.004, -0.606], [2.062, 1.208, -0.805], [0.673, -0.752, -1.895], [2.668, 0.695, -0.166], [0.095, 1.499, -1.259], [1.339, -2.781, -0.729], [1.438, -1.820, 0.761], [2.553, -1.487, -0.555]], "orbital_gap_ev": 8.43, "total_charge": 0, "multiplicity": 1}

***

## 2
{"formula": "C5H13N3O", "method": "wB97M-V/def2-TZVPD", "species": ["C", "C", "O", "C", "C", "N", "H", "H", "H", "H", "H", "H", "H", "H", "H", "H", "N", "C", "N", "H", "H", "H"], "coordinates": [[0.534, -0.494, 2.219], [-0.104, 0.475, 1.253], [-1.302, 0.629, 1.199], [0.860, 1.286, 0.378], [0.137, 1.854, -0.841], [2.057, 0.593, -0.059], [-0.230, -0.951, 2.841], [1.248, 0.033, 2.847], [1.066, -1.279, 1.674], [1.186, 2.123, 1.017], [-0.147, 1.041, -1.508], [-0.759, 2.386, -0.532], [0.797, 2.529, -1.378], [2.600, 0.241, 0.720], [1.816, -0.182, -0.672], [-0.863, -2.011, -2.971], [-0.330, -2.106, -2.107], [-0.922, -1.681, -1.076], [-2.171, -1.160, -0.953], [-0.400, -1.782, -0.133], [-2.680, -0.922, -1.788], [-2.392, -0.623, -0.131]], "orbital_gap_ev": 9.98, "total_charge": 0, "multiplicity": 1}

***

Bottom line: 2, by a margin of 2.871 eV.

***

## 1
{"formula": "C5H13N3O", "method": "wB97M-V/def2-TZVPD", "species": ["C", "C", "O", "N", "N", "H", "H", "H", "H", "H", "H", "C", "N", "C", "C", "H", "H", "H", "H", "H", "H", "H"], "coordinates": [[-1.674, -1.238, 0.255], [-1.571, -0.425, 1.515], [-2.062, 0.679, 1.666], [-0.861, -1.012, 2.510], [-0.524, -0.308, 3.687], [-1.498, -2.294, 0.441], [-0.935, -0.856, -0.453], [-2.659, -1.097, -0.181], [-0.305, -1.838, 2.347], [-0.618, 0.686, 3.469], [-1.216, -0.515, 4.410], [-0.177, 1.762, -0.987], [0.260, 0.681, -1.442], [1.306, 0.670, -2.424], [2.478, -0.162, -1.910], [0.187, 2.748, -1.300], [-0.961, 1.737, -0.245], [0.894, 0.194, -3.320], [1.643, 1.686, -2.687], [3.247, -0.235, -2.675], [2.906, 0.300, -1.023], [2.139, -1.161, -1.651]], "orbital_gap_ev": 10.34, "total_charge": 0, "multiplicity": 1}

***

## 2
{"formula": "C5H13N3O", "method": "wB97M-V/def2-TZVPD", "species": ["H", "N", "C", "O", "C", "N", "C", "N", "C", "C", "H", "H", "H", "H", "H", "H", "H", "H", "H", "H", "H", "H"], "coordinates": [[0.078, 2.157, -0.296], [-0.779, 1.624, -0.314], [-0.751, 0.388, -0.280], [-2.202, -0.409, -0.229], [-3.221, 0.333, 0.378], [-0.062, -0.643, 0.153], [-0.216, -2.027, -0.261], [1.565, -0.240, 0.084], [1.954, 0.539, 1.237], [2.054, 0.304, -1.162], [-3.338, 1.318, -0.093], [-4.160, -0.208, 0.227], [-3.033, 0.492, 1.446], [0.745, -2.512, -0.103], [-0.981, -2.480, 0.364], [-0.499, -2.128, -1.310], [1.484, 0.123, 2.126], [3.039, 0.451, 1.364], [1.717, 1.611, 1.161], [1.669, -0.288, -1.993], [3.146, 0.235, -1.166], [1.789, 1.359, -1.334]], "orbital_gap_ev": 9.99, "total_charge": 0, "multiplicity": 1}

***

## 3
{"formula": "C5H13N3O", "method": "wB97M-V/def2-TZVPD", "species": ["C", "C", "C", "C", "C", "N", "N", "N", "O", "H", "H", "H", "H", "H", "H", "H", "H", "H", "H", "H", "H", "H"], "coordinates": [[2.406, -0.455, 1.814], [-2.574, -0.717, -1.451], [-1.745, 0.312, -2.074], [-0.340, 0.552, -1.482], [-0.352, 1.047, 0.011], [3.212, -1.197, 2.568], [1.011, 1.115, 0.496], [1.143, -0.275, 1.776], [0.218, -0.370, 2.557], [2.864, -0.072, 0.898], [-3.519, -0.800, -2.001], [-2.018, -1.655, -1.269], [-2.912, -0.264, -0.442], [-1.500, -0.181, -3.053], [-2.418, 1.135, -2.280], [0.127, -0.414, -1.426], [0.294, 1.210, -2.089], [-0.850, 0.258, 0.589], [-0.844, 1.990, 0.142], [3.954, -1.646, 2.082], [2.888, -1.515, 3.466], [0.956, 1.940, 1.167]], "orbital_gap_ev": 8.89, "total_charge": 0, "multiplicity": 1}

***

## 4
{"formula": "C5H13N3O", "method": "wB97M-V/def2-TZVPD", "species": ["H", "N", "C", "C", "C", "N", "N", "C", "C", "O", "H", "H", "H", "H", "H", "H", "H", "H", "H", "H", "H", "H"], "coordinates": [[-3.286, -0.069, -1.557], [-2.587, -0.393, -0.948], [-1.561, 0.353, -0.819], [-0.234, -0.348, -0.003], [-0.063, -1.752, -0.695], [-0.523, -0.184, 1.396], [0.583, -0.505, 2.182], [1.064, 0.591, -0.389], [0.915, 1.945, 0.234], [1.144, 0.733, -1.763], [-1.298, 1.408, -1.141], [0.195, -2.432, 0.133], [0.799, -1.635, -1.345], [-1.118, -1.942, -1.093], [-1.433, -0.679, 1.605], [0.947, -1.378, 2.006], [0.317, -0.686, 3.101], [1.882, -0.016, 0.205], [0.358, 2.648, -0.478], [0.335, 1.915, 1.210], [1.856, 2.289, 0.444], [1.707, 0.136, -2.285]], "orbital_gap_ev": 9.10, "total_charge": 0, "multiplicity": 1}

***

Bottom line: 1, by a margin of 2.549 eV.

***

## 1
{"formula": "C5H13N3O", "method": "wB97M-V/def2-TZVPD", "species": ["C", "C", "C", "C", "O", "N", "C", "N", "N", "H", "H", "H", "H", "H", "H", "H", "H", "H", "H", "H", "H", "H"], "coordinates": [[0.933, -1.438, -1.858], [0.143, -1.511, -0.553], [-1.211, -2.195, -0.737], [-0.249, 0.137, -0.181], [-0.916, 0.793, -0.933], [0.326, 0.337, 0.994], [0.386, 1.681, 1.600], [-0.922, 2.262, 1.832], [1.228, 2.528, 0.783], [1.105, -2.437, -2.262], [0.374, -0.865, -2.598], [1.900, -0.958, -1.704], [0.723, -2.142, 0.146], [-1.086, -3.203, -1.135], [-1.750, -2.261, 0.208], [-1.821, -1.628, -1.440], [0.775, -0.744, 0.804], [0.871, 1.550, 2.572], [-1.425, 2.333, 0.951], [-1.471, 1.682, 2.457], [0.816, 2.628, -0.141], [1.273, 3.453, 1.196]], "orbital_gap_ev": 10.04, "total_charge": 0, "multiplicity": 1}

***

## 2
{"formula": "C5H13N3O", "method": "wB97M-V/def2-TZVPD", "species": ["C", "C", "N", "N", "H", "H", "H", "H", "H", "H", "H", "H", "C", "C", "C", "N", "O", "H", "H", "H", "H", "H"], "coordinates": [[-2.508, -1.424, 0.407], [0.083, -0.432, 1.045], [-2.059, -2.433, -0.464], [0.616, -1.509, 0.307], [0.972, -1.204, -0.592], [-2.011, -2.101, -1.424], [-1.123, -2.745, -0.198], [1.346, -1.983, 0.830], [-2.711, -1.815, 1.397], [-3.384, -0.907, 0.035], [-0.302, -0.664, 2.032], [-1.477, -0.500, 0.640], [1.979, 2.505, -0.724], [0.908, 1.456, -0.634], [0.547, 1.109, 0.795], [0.366, 0.830, -1.591], [1.486, 0.543, 1.560], [0.702, 1.131, -2.506], [-0.152, 1.818, 1.264], [2.283, 2.680, -1.756], [1.606, 3.444, -0.310], [2.831, 2.202, -0.114]], "orbital_gap_ev": 8.84, "total_charge": 0, "multiplicity": 1}

***

Bottom line: 1, by a margin of 2.514 eV.

***

## 1
{"formula": "C3H7O3", "method": "wB97M-V/def2-TZVPD", "species": ["O", "C", "O", "C", "C", "H", "H", "H", "H", "H", "H", "H", "O"], "coordinates": [[-0.070, 1.816, -0.575], [-0.926, 0.962, -0.908], [-1.678, 0.868, -1.909], [-0.947, -0.312, -0.046], [0.131, -1.375, -0.247], [-2.002, -0.573, 0.048], [-0.620, -0.049, 0.997], [0.130, -1.780, -1.278], [0.177, -2.224, 0.429], [1.095, -0.807, -0.416], [1.495, 0.362, 1.374], [1.416, 1.874, 0.954], [1.800, 1.240, 1.577]], "orbital_gap_ev": 8.31, "total_charge": -1, "multiplicity": 1}

***

## 2
{"formula": "C3H7O3", "method": "wB97M-V/def2-TZVPD", "species": ["C", "O", "C", "C", "O", "H", "H", "H", "H", "H", "H", "O", "H"], "coordinates": [[-2.065, 0.396, -0.020], [-0.661, 0.380, -0.032], [-0.122, -0.912, 0.000], [1.395, -0.851, -0.006], [2.004, -1.913, 0.007], [-2.389, 1.443, -0.051], [-2.478, -0.136, -0.895], [-2.462, -0.078, 0.895], [-0.456, -1.507, -0.874], [-0.450, -1.461, 0.906], [2.088, 0.354, -0.030], [3.059, 1.746, -0.025], [2.537, 2.539, 0.126]], "orbital_gap_ev": 6.23, "total_charge": -1, "multiplicity": 1}

***

## 3
{"formula": "C3H7O3", "method": "wB97M-V/def2-TZVPD", "species": ["O", "C", "O", "H", "H", "C", "O", "C", "H", "H", "H", "H", "H"], "coordinates": [[-0.391, 3.900, -0.164], [-0.831, 2.955, -0.892], [-0.080, 1.857, -1.155], [-1.629, 3.002, -1.617], [0.228, 1.343, -0.374], [1.030, -1.580, 0.068], [1.060, -0.807, -0.986], [-0.353, -1.702, 1.008], [1.695, -1.299, 0.965], [1.243, -2.616, -0.332], [-0.680, -0.694, 1.154], [-0.258, -2.126, 1.997], [-1.033, -2.231, 0.328]], "orbital_gap_ev": 6.35, "total_charge": -1, "multiplicity": 1}

***

Bottom line: 1, by a margin of 2.624 eV.

***

## 1
{"formula": "C3H7O3", "method": "wB97M-V/def2-TZVPD", "species": ["O", "C", "O", "H", "H", "C", "O", "C", "H", "H", "H", "H", "H"], "coordinates": [[-0.144, -2.060, 2.518], [-0.353, -0.870, 2.662], [-0.645, 0.033, 1.810], [-0.256, -0.436, 3.698], [-0.663, -0.675, 0.486], [0.358, -0.209, -1.221], [-0.678, -0.829, -0.561], [0.171, 1.248, -1.590], [0.554, -0.809, -2.143], [1.309, -0.329, -0.671], [1.122, 1.761, -1.815], [-0.238, 1.824, -0.758], [-0.537, 1.351, -2.415]], "orbital_gap_ev": 8.81, "total_charge": -1, "multiplicity": 1}

***

## 2
{"formula": "C3H7O3", "method": "wB97M-V/def2-TZVPD", "species": ["C", "C", "O", "O", "H", "H", "H", "C", "O", "H", "H", "H", "H"], "coordinates": [[-0.399, 1.878, -1.589], [-0.945, 1.136, -0.342], [-0.619, -0.088, -0.204], [-1.459, 1.860, 0.520], [0.360, 1.463, -2.233], [0.021, 2.808, -1.179], [-1.235, 2.201, -2.205], [0.838, -2.414, 0.798], [2.129, -1.862, 0.988], [2.342, -1.427, 0.162], [0.351, -3.031, 1.546], [0.068, -1.549, 0.624], [0.907, -3.060, -0.044]], "orbital_gap_ev": 8.16, "total_charge": -1, "multiplicity": 1}

***

## 3
{"formula": "C3H7O3", "method": "wB97M-V/def2-TZVPD", "species": ["C", "O", "C", "H", "H", "H", "H", "H", "O", "C", "O", "H", "H"], "coordinates": [[-0.661, 0.534, -1.392], [-1.479, 0.001, -0.401], [0.835, 0.301, -1.183], [-0.815, 1.619, -1.517], [-0.958, 0.072, -2.340], [1.384, 0.899, -1.919], [1.069, -0.754, -1.292], [1.107, 0.586, -0.173], [0.584, -1.778, 1.740], [0.143, -0.848, 2.413], [-0.373, 0.243, 2.037], [0.215, -0.956, 3.530], [-1.050, 0.081, 0.495]], "orbital_gap_ev": 8.70, "total_charge": -1, "multiplicity": 1}

***

Bottom line: 3, by a margin of 0.210 eV.

***

## 1
{"formula": "C4H4N2O2", "method": "wB97M-V/def2-TZVPD", "species": ["N", "C", "C", "C", "N", "O", "C", "O", "H", "H", "H", "H"], "coordinates": [[-0.678, -0.446, 3.127], [-0.237, 0.090, 2.214], [0.252, 1.040, 1.252], [0.157, 0.887, -0.078], [-0.331, -0.270, -0.681], [-0.989, 0.058, -1.855], [0.605, -1.303, -0.967], [1.472, -1.592, -0.195], [0.807, 1.872, 1.645], [0.500, 1.656, -0.817], [-1.947, -0.144, -1.677], [0.388, -1.848, -1.968]], "orbital_gap_ev": 10.35, "total_charge": 0, "multiplicity": 1}

***

## 2
{"formula": "C4H4N2O2", "method": "wB97M-V/def2-TZVPD", "species": ["C", "C", "C", "C", "H", "H", "H", "H", "N", "N", "O", "O"], "coordinates": [[-1.126, -0.344, -0.079], [-0.971, 0.953, -0.057], [1.067, -0.283, 0.119], [0.078, -1.136, 0.043], [-2.989, 0.094, 0.498], [-1.851, 1.611, -0.364], [2.943, -0.206, -0.333], [-0.146, -2.153, 0.032], [0.141, 1.704, -0.057], [1.123, 0.996, 0.172], [-2.336, -0.801, -0.017], [2.199, -0.873, -0.083]], "orbital_gap_ev": 9.37, "total_charge": 0, "multiplicity": 1}

***

Bottom line: 1, by a margin of 1.272 eV.

***

## 1
{"formula": "C4H4N2O2", "method": "wB97M-V/def2-TZVPD", "species": ["C", "C", "C", "C", "H", "H", "H", "H", "N", "N", "O", "O"], "coordinates": [[0.303, -0.501, 2.058], [1.286, -0.016, 1.369], [0.209, 0.316, -0.728], [-1.460, 0.008, -1.863], [-0.755, -0.493, 1.667], [0.494, -0.754, 3.079], [2.306, 0.110, 1.798], [-2.457, -0.335, -2.177], [-0.927, -0.294, -0.654], [-0.667, 0.615, -2.695], [1.188, 0.484, 0.101], [0.479, 0.860, -1.955]], "orbital_gap_ev": 10.66, "total_charge": 0, "multiplicity": 1}

***

## 2
{"formula": "C4H4N2O2", "method": "wB97M-V/def2-TZVPD", "species": ["C", "C", "C", "C", "H", "H", "H", "H", "N", "N", "O", "O"], "coordinates": [[-2.588, 0.071, 0.014], [-0.294, 0.043, 0.057], [1.809, -0.658, 0.246], [1.139, 0.643, 0.055], [-2.799, -0.086, 1.244], [-2.232, -1.405, -0.413], [-3.466, 0.790, -0.890], [2.817, -0.992, 0.280], [-0.399, -1.242, -0.109], [0.976, -1.664, -0.174], [-1.401, 0.818, 0.102], [1.556, 1.860, -0.161]], "orbital_gap_ev": 7.67, "total_charge": 0, "multiplicity": 1}

***

Bottom line: 1, by a margin of 5.280 eV.